ORCA calculation (ωB97M-V/def2-TZVPD) on a molecular structure, C33H36BN9STa.

Output
**Relative energy (zero: lowest compared OMol25 entry of this formula, charge and spin)**: 73.7 kJ/mol
**HOMO (alpha / beta)**: -18.6 / -18.6 eV
**<S²>**: 0.7760
**Spin multiplicity**: 2
**F_max**: 0.045 hartree/bohr
**Total charge**: +4

Structure (XYZ):
```
81
Properties=species:S:1:pos:R:3:forces:R:3
Ta -1.527 -0.349 -0.161 0.9 -2.0 0.7
C -1.574 0.223 3.396 0.0 0.0 0.0
C -0.748 -0.869 2.817 0.0 -0.1 -0.4
C 0.017 -1.801 3.435 0.2 -0.3 0.0
C 0.597 -2.601 2.418 0.0 0.0 0.3
N 0.211 -2.178 1.240 -0.1 0.2 -0.2
N -0.633 -1.091 1.423 -0.2 0.3 0.5
B 0.479 -2.805 -0.204 -0.3 0.2 -0.1
N 0.930 -1.583 -1.132 -0.3 0.0 0.1
C 2.009 -1.503 -1.894 0.1 0.0 -0.1
C 1.895 -0.408 -2.765 0.3 -0.2 -0.1
C 0.686 0.171 -2.497 -0.3 -0.2 0.1
C -0.030 1.289 -3.175 0.0 0.0 0.0
N 0.096 -0.528 -1.460 -0.2 1.2 -0.4
N -0.940 -3.241 -0.725 0.1 0.2 0.0
C -1.404 -4.364 -1.260 0.0 -0.2 -0.1
C -2.655 -4.146 -1.834 0.0 -0.3 0.0
C -2.941 -2.822 -1.633 0.2 0.3 0.1
C -4.075 -2.018 -2.183 0.0 -0.1 -0.1
N -1.903 -2.261 -0.907 -0.7 0.3 -0.1
N 1.525 -3.805 -0.134 0.7 0.0 0.4
C 1.720 -5.128 -0.450 0.0 0.0 -0.1
C 2.987 -5.461 -0.096 -0.2 -0.4 -0.2
C 3.553 -4.291 0.453 0.9 0.2 0.4
C 4.951 -4.128 1.002 -0.4 -0.2 -0.2
N 2.704 -3.288 0.442 -0.7 -0.1 -0.3
H -1.430 0.250 4.474 0.0 0.0 0.0
H -1.278 1.198 3.002 0.0 0.0 0.0
H -2.636 0.061 3.205 0.0 0.0 0.0
H 0.167 -1.915 4.497 0.0 0.0 0.0
H 1.273 -3.442 2.485 0.0 0.0 0.1
H 2.793 -2.239 -1.783 0.0 0.0 0.0
H 2.604 -0.121 -3.526 0.0 0.0 0.0
H 0.537 1.635 -4.038 0.0 0.0 0.0
H -1.001 0.958 -3.550 0.0 0.0 0.0
H -0.176 2.150 -2.519 0.0 0.0 0.0
H -0.832 -5.276 -1.221 -0.1 0.0 0.0
H -3.255 -4.870 -2.363 0.0 0.0 0.0
H -4.690 -2.650 -2.820 0.0 0.0 0.0
H -4.722 -1.596 -1.417 0.1 -0.1 -0.3
H -3.701 -1.206 -2.812 0.0 0.0 0.0
H 0.980 -5.749 -0.924 0.0 0.0 0.0
H 3.459 -6.423 -0.215 0.0 0.0 0.0
H 5.506 -5.058 0.910 0.0 0.0 0.0
H 5.493 -3.359 0.455 0.0 0.1 0.0
H 4.919 -3.855 2.054 0.0 0.1 0.0
C 3.145 5.043 -1.446 0.1 -0.1 0.2
C 2.960 3.958 -0.324 0.2 0.1 0.0
C 3.772 4.427 0.934 0.1 0.0 -0.2
C 3.505 2.624 -0.817 0.0 -0.1 0.0
C 1.539 3.926 0.043 -0.8 0.2 0.2
C 0.904 5.176 0.482 0.4 -0.5 -0.2
C -0.418 5.248 0.792 0.0 -0.2 0.0
C -1.160 4.060 0.687 0.3 -0.2 -0.1
S -2.806 3.888 1.077 -0.3 0.0 0.1
C -2.753 2.215 0.698 0.5 0.2 -0.2
N -1.548 1.763 0.264 0.0 0.6 -0.1
C -0.579 2.807 0.263 -0.9 0.2 0.3
C 0.741 2.732 -0.034 0.7 0.4 0.0
C -3.834 1.305 0.864 -0.2 -0.1 -0.1
C -5.055 1.675 1.423 -0.1 -0.1 0.1
C -6.012 0.687 1.658 0.1 0.1 0.0
C -5.730 -0.632 1.344 0.0 -0.2 0.0
C -4.513 -0.997 0.742 0.0 0.1 0.3
C -3.539 -0.040 0.485 -0.2 0.5 -0.3
H 4.190 4.980 -1.752 0.0 0.1 0.0
H 2.962 6.052 -1.083 0.0 0.0 0.0
H 2.515 4.851 -2.314 0.0 -0.1 0.0
H 4.800 4.558 0.594 0.0 0.0 0.1
H 3.752 3.679 1.726 0.0 0.0 0.0
H 3.433 5.378 1.343 0.0 0.0 0.0
H 4.563 2.737 -1.050 0.0 0.0 0.0
H 3.005 2.297 -1.734 0.0 0.0 0.0
H 3.428 1.836 -0.062 0.0 0.0 0.0
H 1.519 6.061 0.561 0.0 0.0 0.0
H -0.872 6.176 1.119 0.0 0.0 0.0
H 1.215 1.804 -0.320 0.0 0.0 0.0
H -5.281 2.702 1.692 0.1 0.0 0.0
H -6.968 0.951 2.091 0.0 0.0 0.0
H -6.468 -1.398 1.548 0.0 0.0 0.0
H -4.349 -2.040 0.497 0.0 0.0 0.1
```
Positions in Å, forces in eV/Å.


ORCA calculation (ωB97M-V/def2-TZVPD) on a molecular structure, C33H36BN9STa.

Output
**Relative energy (zero: lowest compared OMol25 entry of this formula, charge and spin)**: 0.0 kJ/mol
**HOMO (alpha / beta)**: -18.8 / -18.8 eV
**<S²>**: 0.7726
**Spin multiplicity**: 2
**F_max**: 0.015 hartree/bohr
**Total charge**: +4

Structure (XYZ):
```
81
Properties=species:S:1:pos:R:3:forces:R:3
Ta -0.138 0.162 -0.154 -0.1 -0.4 0.6
C -0.540 1.401 3.518 0.0 0.0 0.0
C 0.091 0.109 3.144 0.1 -0.1 0.2
C 0.663 -0.793 4.010 0.0 0.0 -0.1
C 1.141 -1.835 3.225 0.0 0.1 0.0
N 0.859 -1.595 1.947 0.0 -0.1 0.1
N 0.197 -0.372 1.852 -0.1 0.1 -0.1
B 1.320 -2.396 0.699 0.0 -0.1 -0.2
N 2.276 -1.418 -0.099 0.1 -0.1 0.1
C 3.576 -1.472 -0.382 -0.1 0.0 0.0
C 3.997 -0.254 -0.928 -0.1 0.1 0.0
C 2.889 0.559 -0.953 0.2 0.0 0.0
C 2.728 1.972 -1.389 0.0 0.0 0.0
N 1.829 -0.146 -0.439 -0.1 0.0 -0.2
N -0.007 -2.622 -0.191 0.0 -0.1 0.1
C -0.511 -3.778 -0.611 0.1 0.1 0.0
C -1.784 -3.577 -1.154 0.0 0.1 0.0
C -2.046 -2.230 -1.036 -0.1 -0.2 -0.1
C -3.252 -1.443 -1.403 0.0 0.0 0.0
N -0.955 -1.642 -0.445 0.1 0.2 -0.2
N 1.911 -3.702 1.008 -0.2 0.2 0.2
C 1.403 -4.694 1.816 0.0 0.0 0.0
C 2.179 -5.796 1.650 0.0 0.0 -0.1
C 3.163 -5.428 0.684 -0.2 0.3 0.2
C 4.278 -6.259 0.166 0.1 -0.1 0.0
N 2.987 -4.174 0.306 0.1 -0.2 -0.3
H -0.367 1.579 4.577 0.0 0.0 0.0
H -1.622 1.370 3.376 0.0 0.0 0.0
H -0.102 2.242 2.977 0.0 0.0 0.0
H 0.734 -0.704 5.081 0.0 0.0 0.0
H 1.679 -2.725 3.512 0.0 0.0 0.0
H 4.107 -2.393 -0.185 0.0 0.0 0.0
H 4.999 -0.005 -1.237 0.0 0.0 0.0
H 3.059 2.100 -2.420 0.0 0.0 0.0
H 3.342 2.631 -0.773 0.0 0.0 0.0
H 1.691 2.316 -1.311 0.0 0.0 0.0
H 0.053 -4.692 -0.488 0.0 0.0 0.0
H -2.437 -4.334 -1.556 0.0 0.0 0.0
H -3.548 -1.648 -2.432 0.0 0.0 0.0
H -3.097 -0.369 -1.282 0.0 0.0 0.0
H -4.091 -1.732 -0.767 0.0 0.0 0.0
H 0.528 -4.543 2.431 0.0 0.0 0.0
H 2.075 -6.748 2.143 0.0 0.0 0.0
H 4.053 -7.317 0.272 0.0 0.0 0.0
H 5.193 -6.059 0.727 0.0 0.0 0.0
H 4.478 -6.040 -0.883 0.0 0.0 0.0
C 1.577 -4.298 -5.548 -0.1 0.0 0.0
C 2.348 -3.221 -4.729 -0.1 0.1 0.0
C 2.700 -3.779 -3.353 0.0 0.0 0.0
C 3.654 -2.882 -5.504 0.0 0.1 0.0
C 1.505 -1.993 -4.671 0.2 -0.3 0.1
C 1.105 -1.374 -5.909 -0.1 0.1 -0.2
C 0.322 -0.260 -5.944 0.0 0.0 -0.1
C -0.090 0.283 -4.714 -0.1 0.1 -0.1
S -1.079 1.659 -4.484 0.0 -0.1 0.0
C -0.963 1.438 -2.775 0.1 0.0 0.0
N -0.226 0.408 -2.371 -0.1 0.2 -0.3
C 0.295 -0.296 -3.463 0.2 -0.3 0.1
C 1.079 -1.421 -3.444 -0.1 0.1 0.1
C -1.575 2.278 -1.780 0.1 0.0 -0.1
C -2.396 3.351 -2.091 0.0 0.0 0.0
C -2.951 4.111 -1.058 0.0 0.0 0.0
C -2.679 3.785 0.258 0.0 0.0 -0.1
C -1.845 2.701 0.569 0.1 -0.1 0.2
C -1.273 1.921 -0.433 0.0 0.0 -0.1
H 2.210 -5.184 -5.601 0.0 0.0 0.0
H 1.366 -3.988 -6.570 0.0 0.0 0.0
H 0.641 -4.568 -5.057 0.0 0.0 0.0
H 3.300 -4.680 -3.476 0.0 0.0 0.0
H 1.813 -4.062 -2.782 0.0 0.0 0.0
H 3.296 -3.076 -2.767 0.0 0.0 0.0
H 4.251 -3.793 -5.551 0.0 0.0 0.0
H 4.230 -2.116 -4.984 0.0 0.0 0.0
H 3.475 -2.558 -6.527 0.0 0.0 0.0
H 1.437 -1.815 -6.838 0.0 0.0 0.0
H 0.024 0.192 -6.881 0.0 0.0 0.0
H 1.375 -1.886 -2.513 0.0 0.0 0.0
H -2.617 3.611 -3.120 0.0 0.0 0.0
H -3.591 4.952 -1.291 0.0 0.0 0.0
H -3.106 4.372 1.061 0.0 0.0 0.0
H -1.666 2.499 1.614 0.0 0.0 0.0
```
Positions in Å, forces in eV/Å.


ORCA calculation (ωB97M-V/def2-TZVPD) on a molecular structure, C33H36BrCl2N6O3RbS2.

Output
**HOMO**: -2.0 eV
**Spin multiplicity**: 1
**F_max**: 0.016 hartree/bohr
**Total charge**: -2

Structure (XYZ):
```
84
Properties=species:S:1:pos:R:3:forces:R:3
Rb -0.627 0.426 1.527 0.2 0.3 0.1
C 3.389 -1.839 -1.369 0.1 0.0 -0.2
C 2.539 -0.791 -0.718 -0.2 0.5 -0.3
N 1.890 -0.958 0.364 -0.1 0.0 0.7
N 1.984 -2.163 0.991 -0.3 -0.1 0.1
C 1.556 -2.103 2.261 0.1 0.0 0.0
O 1.267 -1.100 2.955 0.0 -0.4 -0.2
C 1.494 -3.461 2.934 0.0 0.1 0.1
C 0.601 -3.626 3.989 0.0 -0.1 0.1
C 0.516 -4.841 4.659 0.1 0.0 -0.1
C 1.343 -5.900 4.296 0.0 0.1 -0.1
C 2.244 -5.738 3.247 -0.1 0.1 0.0
C 2.313 -4.527 2.565 -0.1 0.0 0.0
C 2.411 0.563 -1.341 0.1 -0.1 0.3
C 2.798 0.778 -2.663 0.0 0.1 -0.2
C 2.702 2.052 -3.205 0.1 -0.1 0.0
C 2.236 3.091 -2.419 0.0 0.0 0.1
C 1.884 2.794 -1.107 -0.2 -0.2 0.1
N 1.970 1.577 -0.575 -0.1 0.0 -0.2
H 3.534 -2.657 -0.665 0.0 0.0 0.0
H 4.360 -1.430 -1.670 0.0 0.0 0.0
H 2.904 -2.246 -2.265 0.0 0.0 0.1
H -0.037 -2.790 4.256 0.0 -0.1 0.0
H -0.199 -4.962 5.467 0.0 0.0 -0.1
H 1.280 -6.846 4.821 0.0 0.0 0.0
H 2.891 -6.560 2.958 0.0 0.0 0.0
H 2.993 -4.390 1.733 0.0 0.0 0.0
H 3.153 -0.049 -3.268 0.0 0.1 0.0
H 2.988 2.228 -4.234 0.0 0.0 0.0
H 2.138 4.100 -2.804 0.0 -0.1 0.0
H 1.507 3.574 -0.447 0.0 -0.1 0.0
Cl -2.649 5.341 3.499 0.0 0.0 -0.2
C -2.631 5.095 1.764 0.0 0.1 -0.1
C -3.142 6.100 0.946 0.0 -0.1 0.1
C -3.154 5.974 -0.420 0.0 0.0 0.0
Cl -3.809 7.287 -1.402 0.1 -0.1 0.1
C -2.631 4.812 -1.035 0.0 0.0 0.0
C -2.586 4.602 -2.433 0.0 0.0 0.1
C -2.032 3.459 -2.936 0.0 0.0 0.0
C -1.523 2.495 -2.045 0.0 0.1 0.2
N -1.573 2.645 -0.739 -0.1 0.2 0.0
C -2.107 3.777 -0.209 0.1 -0.2 -0.1
C -2.094 3.869 1.272 0.0 -0.2 0.1
O -1.652 2.946 1.984 -0.1 0.4 -0.1
H -3.539 6.997 1.402 0.0 0.0 0.0
H -2.995 5.358 -3.091 0.0 0.0 0.0
H -1.982 3.286 -4.006 0.0 0.0 0.0
H -1.072 1.572 -2.409 0.0 0.1 0.1
C -3.188 -4.020 -2.917 0.0 0.0 0.0
C -1.996 -3.451 -2.141 -0.2 0.0 0.0
C -2.400 -2.714 -0.862 0.1 0.0 -0.1
S -2.159 -0.915 -0.981 0.6 -0.1 -0.6
O -0.932 -0.731 -1.857 -0.4 0.0 0.3
C -3.512 -0.517 -2.102 -0.1 0.1 -0.1
C -4.916 -0.593 -1.508 0.1 0.1 0.2
C -5.134 0.419 -0.377 0.1 0.0 0.0
H -2.860 -4.538 -3.823 0.0 0.0 0.1
H -3.887 -3.233 -3.217 0.1 -0.1 0.0
H -3.747 -4.736 -2.305 0.0 0.1 0.0
H -1.415 -2.770 -2.769 0.0 0.0 0.0
H -1.320 -4.266 -1.876 0.0 0.0 0.0
H -1.786 -2.973 -0.001 0.0 -0.1 0.0
H -3.436 -2.884 -0.559 0.1 0.0 0.0
H -3.359 -1.158 -2.975 -0.1 0.1 0.0
H -3.278 0.512 -2.388 0.0 0.0 -0.1
H -5.114 -1.604 -1.138 0.0 0.0 0.0
H -5.629 -0.408 -2.316 0.0 0.0 -0.1
H -4.544 0.155 0.508 -0.1 0.0 -0.1
H -6.186 0.450 -0.077 0.1 0.0 0.0
H -4.842 1.427 -0.699 0.0 -0.1 0.0
C 5.014 2.275 0.658 0.1 -0.2 0.1
N 4.685 1.220 1.599 0.0 0.1 -0.3
C 4.881 -0.149 1.387 0.1 0.4 -0.2
C 4.280 -0.790 2.395 -0.1 0.1 0.5
N 3.738 0.182 3.232 0.2 -0.2 -0.3
C 3.967 1.427 2.735 0.2 0.0 0.1
S 3.566 2.908 3.438 0.0 -0.3 -0.2
H 5.793 1.913 -0.012 0.0 0.0 0.0
H 5.363 3.146 1.207 0.0 0.0 0.1
H 4.135 2.558 0.079 0.1 0.0 0.1
H 5.397 -0.532 0.518 -0.1 0.1 0.2
H 4.174 -1.844 2.589 0.0 0.2 0.0
H 2.954 0.003 3.841 0.0 -0.1 0.1
Br -3.158 -1.598 2.299 -0.2 -0.2 0.1
```
Positions in Å, forces in eV/Å.


What is the F_max in the second record?
0.015 hartree/bohr


What is the F_max in the third record?
0.016 hartree/bohr


Among the records above, which one has the lowest F_max?
number 2


Look up the total charge of the first one.
+4